[1]
{
  "formula": "C4H24N4O9",
  "method": "ωB97M-V with the def2-TZVPD basis set",
  "gap_ev": 10.176,
  "energy_ha": -1063.0454,
  "charge": 0,
  "smiles": "NC(N)=O.NC(N)=O.OCCO.O.O.O.O.O",
  "e_lumo_ev": 0.303,
  "symbols": ["H", "H", "H", "H", "N", "N", "C", "O", "H", "O", "O", "H", "O", "H", "H", "H", "O", "N", "C", "H", "O", "H", "H", "H", "N", "H", "H", "H", "H", "H", "O", "O", "H", "H", "H", "H", "C", "H", "O", "H", "C"],
  "coordinates": [[-17.833, 7.791, -6.871], [-15.089, 8.747, -8.883], [-16.177, 2.983, -10.379], [-18.914, 1.098, -7.912], [-15.441, 0.138, -13.207], [-16.124, 4.447, -14.670], [-17.226, 4.863, -13.993], [-15.262, 7.880, -8.505], [-17.772, 0.374, -12.286], [-14.063, 6.277, -10.681], [-16.902, 2.972, -9.734], [-15.517, 5.187, -14.979], [-17.411, 6.635, -9.766], [-16.289, 4.695, -8.618], [-17.777, 7.259, -10.421], [-17.637, 6.708, -7.932], [-18.172, 0.817, -8.456], [-17.243, 1.225, -12.292], [-17.299, 5.356, -10.336], [-18.200, 5.148, -10.920], [-17.382, 5.986, -13.520], [-15.984, -0.699, -13.103], [-13.522, 6.985, -11.045], [-17.541, 9.343, -11.877], [-18.194, 3.895, -13.943], [-14.609, 5.984, -11.421], [-15.852, 3.493, -14.788], [-15.426, 7.311, -9.268], [-18.722, 8.421, -12.167], [-14.534, 0.131, -13.629], [-15.292, 2.334, -12.697], [-17.895, 6.842, -7.002], [-17.897, 2.971, -14.180], [-17.514, 2.004, -11.709], [-17.712, 1.641, -8.693], [-16.471, 5.258, -11.048], [-17.083, 4.283, -9.245], [-19.131, 4.138, -13.685], [-17.895, 8.472, -11.673], [-18.034, 4.266, -8.711], [-15.965, 1.296, -12.716]],
  "forces_ev_per_angstrom": [[0.2, 0.0, 0.0], [0.0, 0.0, 0.0], [0.1, -0.1, 0.2], [0.0, -0.1, 0.0], [-0.7, -0.2, 0.1], [0.5, 1.1, -0.3], [-0.8, 0.1, 0.2], [0.2, 0.4, 0.2], [0.0, 0.0, 0.2], [-0.1, 0.0, -0.2], [0.5, 0.3, -0.6], [0.3, -0.3, 0.3], [0.2, -0.4, 0.1], [0.2, -0.6, 0.3], [0.4, -0.1, 0.2], [-0.1, 0.3, 0.3], [-0.1, 0.2, 0.0], [-0.3, 0.6, 0.1], [-0.2, -1.1, -0.8], [0.0, -0.3, 0.0], [0.2, -0.4, -0.6], [0.4, -0.2, -0.2], [0.0, 0.0, 0.1], [0.1, 0.0, 0.1], [0.4, 0.3, 0.2], [0.1, 0.0, 0.0], [0.0, -0.1, 0.1], [0.0, 0.0, 0.0], [0.1, -0.1, -0.1], [0.0, 0.0, 0.1], [-0.7, -0.3, 0.2], [-0.2, -0.2, 0.0], [-0.6, -0.3, -0.1], [-0.4, -0.2, 0.1], [0.0, -0.3, -0.1], [0.1, 0.3, -0.1], [-1.3, 1.7, -0.2], [0.1, -0.2, 0.2], [-0.3, 0.3, -0.2], [0.3, -0.1, 0.5], [1.5, 0.2, -0.4]],
  "nbo_charge": [0.463, 0.452, 0.493, 0.462, -0.839, -0.850, 0.780, -0.954, 0.399, -0.942, -0.752, 0.402, -0.771, 0.185, 0.521, 0.492, -0.966, -0.847, -0.064, 0.162, -0.682, 0.387, 0.472, 0.486, -0.857, 0.475, 0.406, 0.494, 0.486, 0.414, -0.705, -0.972, 0.391, 0.428, 0.493, 0.141, -0.090, 0.408, -0.945, 0.181, 0.763]
}

---

[2]
{
  "formula": "C4H25N2O10",
  "method": "ωB97M-V with the def2-TZVPD basis set",
  "gap_ev": 8.886,
  "energy_ha": -1029.4162,
  "de_lowest_kcal_mol": 40.4,
  "charge": -1,
  "e_lumo_ev": 2.853,
  "symbols": ["O", "O", "H", "N", "H", "H", "H", "N", "H", "H", "H", "H", "H", "H", "H", "C", "O", "H", "H", "H", "O", "O", "O", "H", "H", "C", "O", "H", "H", "H", "H", "O", "H", "H", "O", "C", "O", "H", "H", "H", "C"],
  "coordinates": [[-2.371, -1.777, -2.347], [-1.460, 2.339, -0.911], [0.759, 2.549, -1.437], [2.251, -0.910, 1.992], [-2.568, -1.270, 0.287], [0.392, -3.377, 0.773], [-0.873, 2.274, 2.838], [-0.311, -1.583, 1.565], [-3.154, -1.244, -2.532], [-2.536, 2.041, -3.897], [-0.183, -1.900, 2.512], [2.318, -1.675, -2.284], [-3.328, -0.926, 1.514], [2.198, 0.047, 1.691], [2.170, -3.983, 1.765], [-0.434, -0.175, 1.484], [0.233, 5.030, -2.108], [-2.581, -2.102, -1.464], [2.548, -1.501, 0.057], [0.501, 2.673, 2.395], [-3.359, 2.337, -3.514], [1.361, 2.560, -0.685], [-1.256, 0.272, 2.333], [3.475, -3.773, 0.777], [-1.219, 2.695, -0.041], [2.863, -3.185, 1.464], [-3.470, -1.077, 0.571], [1.000, 1.814, -0.163], [-0.043, 5.234, -1.199], [3.401, -2.951, 2.364], [0.318, -2.060, -0.350], [0.034, 0.510, 0.545], [-1.558, 1.425, -0.596], [-3.308, 2.447, -2.561], [2.024, -1.525, -3.187], [0.584, -2.309, 0.680], [-0.307, 3.059, 2.748], [1.781, -1.139, 2.849], [0.858, 4.347, -1.809], [1.095, -1.285, -3.095], [2.156, -1.927, 0.975]],
  "forces_ev_per_angstrom": [[-0.3, 0.0, 0.2], [-0.5, -0.3, 0.6], [-0.2, -0.2, 0.0], [1.4, -0.4, 0.0], [0.1, 0.2, 0.2], [0.1, 0.0, 0.3], [0.0, -0.2, -0.2], [0.8, -0.9, -1.0], [0.1, 0.1, -0.2], [0.4, 0.0, 0.6], [-0.6, 0.2, 0.2], [0.0, 0.1, 0.0], [0.1, 0.2, 0.0], [-0.5, -0.1, 0.0], [-0.4, 0.4, 0.1], [-2.4, 0.8, 0.7], [0.5, -0.4, 1.2], [0.1, -0.2, 0.0], [0.3, -0.1, -0.1], [0.0, 0.1, -0.1], [-1.1, 0.1, -0.5], [0.3, 0.0, -0.1], [0.7, 0.1, 0.4], [0.4, 0.7, -0.3], [0.1, 0.5, -0.2], [-0.3, -1.2, 0.1], [0.0, -0.3, -0.1], [0.0, 0.1, 0.0], [-0.6, 0.5, -0.4], [0.7, 0.1, 0.2], [0.1, 0.2, 0.0], [0.8, -1.0, -0.3], [0.1, -0.2, -0.5], [0.8, -0.1, 0.0], [-0.1, -0.1, 0.0], [0.8, 1.2, -0.2], [0.0, 0.0, 0.1], [-0.1, 0.4, 0.0], [0.2, 0.1, -0.7], [0.0, 0.0, 0.0], [-2.0, -0.5, 0.1]],
  "nbo_charge": [-0.942, -0.980, 0.472, -0.859, 0.466, 0.181, 0.502, -0.690, 0.476, 0.476, 0.371, 0.467, 0.493, 0.395, 0.191, 0.874, -0.941, 0.468, 0.189, 0.466, -0.974, -1.006, -0.815, 0.212, 0.487, -0.633, -0.962, 0.513, 0.464, 0.219, 0.197, -0.848, 0.491, 0.498, -0.944, -0.236, -0.979, 0.357, 0.474, 0.479, -0.066]
}

---

[3]
{
  "formula": "C4H25N2O7",
  "method": "ωB97M-V with the def2-TZVPD basis set",
  "gap_ev": 9.388,
  "energy_ha": -803.3961,
  "de_lowest_kcal_mol": 33.3,
  "charge": 1,
  "e_lumo_ev": -2.421,
  "symbols": ["C", "O", "H", "N", "H", "O", "H", "H", "H", "H", "H", "H", "H", "C", "H", "H", "H", "C", "O", "H", "O", "H", "O", "H", "H", "N", "H", "H", "H", "C", "H", "H", "O", "H", "H", "H", "O", "H"],
  "coordinates": [[-1.119, -0.319, -0.870], [2.955, -0.327, 0.518], [-0.664, 3.803, 3.188], [-0.531, 1.022, 1.040], [-0.427, 4.359, 1.833], [-0.730, -0.951, 3.252], [-2.026, -4.149, 2.547], [-3.435, -1.802, -1.674], [-0.313, -1.430, 0.689], [2.994, -1.784, -2.339], [2.259, 2.710, -0.022], [2.899, -0.860, -0.317], [0.104, -1.219, 3.641], [-0.972, 0.900, -0.349], [-0.565, 1.979, 1.423], [-1.476, 0.239, -2.904], [2.210, 1.154, -0.010], [-1.783, -0.539, -2.206], [-0.259, 3.554, 2.343], [2.150, 1.686, -1.883], [2.345, -1.179, -1.947], [-1.475, -3.352, 1.333], [2.731, 1.369, -2.602], [-3.934, -0.577, -2.886], [-0.786, -2.298, -0.682], [-0.900, -1.461, -0.132], [-3.669, -0.135, -1.310], [-1.373, -1.673, 3.170], [-0.962, 1.799, -0.934], [-3.253, -0.803, -2.068], [0.452, 0.774, 1.180], [2.545, 1.898, -3.385], [-1.929, -3.268, 2.173], [-1.264, -1.414, -2.621], [2.559, -0.372, -2.479], [3.762, -0.644, 0.939], [1.664, 1.962, -0.159], [-1.088, 0.394, 1.625]],
  "forces_ev_per_angstrom": [[-0.6, 0.1, 0.3], [0.0, -0.7, -0.3], [0.2, -0.4, 0.1], [0.1, -0.2, 0.1], [0.2, -0.2, -0.2], [-0.3, 1.0, -0.5], [0.0, -0.1, -0.1], [-0.1, -0.1, -0.3], [0.1, 0.1, -0.1], [-0.3, -0.4, 0.3], [0.0, -0.2, 0.1], [-0.3, 0.4, 0.1], [-0.2, -0.5, 0.2], [0.4, 0.2, -0.2], [-0.3, 0.1, -0.1], [-0.5, 0.4, 0.2], [0.2, 0.3, 0.3], [1.8, -0.5, -0.6], [-0.4, 0.6, 0.1], [0.1, 0.1, -0.3], [0.8, -0.2, -0.8], [-0.1, -0.2, -0.1], [0.0, 0.1, -0.2], [0.6, -0.4, -0.6], [0.1, 0.0, 0.0], [-0.1, -0.3, -0.1], [0.2, 0.0, 0.3], [0.6, -0.4, 0.1], [-0.3, 0.1, 0.0], [-1.3, 0.5, 1.1], [0.1, -0.2, -0.1], [0.0, 0.0, 0.1], [-0.1, 0.2, 0.3], [-0.3, -0.1, -0.1], [-0.5, 0.2, 0.6], [0.0, 0.3, 0.2], [0.3, 0.1, -0.2], [0.1, 0.1, 0.5]],
  "nbo_charge": [0.254, -1.008, 0.495, -0.714, 0.489, -1.009, 0.491, 0.216, 0.393, 0.479, 0.494, 0.512, 0.491, -0.203, 0.475, 0.234, 0.513, -0.442, -0.955, 0.499, -0.984, 0.479, -0.984, 0.239, 0.396, -0.829, 0.215, 0.520, 0.230, -0.617, 0.438, 0.489, -0.959, 0.210, 0.513, 0.493, -1.005, 0.452]
}

---

Number 1 is which compound? C4H24N4O9